# 1
The following is a DFT calculation (ωB97M-V/def2-TZVPD) of a structure of composition C25H19FeN3S.

```
49
Properties=species:S:1:pos:R:3:mulliken_charge:R:1
Fe -11.377 8.648 2.334 0.33
C -12.873 11.535 1.684 -1.52
N -12.762 10.309 2.470 0.16
C -13.640 10.120 3.392 -0.70
C -13.004 7.636 3.951 2.34
C -13.657 6.432 4.557 -0.73
C -12.705 5.576 4.970 -0.59
C -11.443 6.206 4.699 -0.78
N -11.578 7.380 4.136 -0.80
C -12.249 12.650 2.482 0.90
C -13.030 13.689 2.967 -0.48
C -12.478 14.662 3.786 -0.55
C -11.138 14.602 4.133 -0.58
C -10.352 13.570 3.640 -0.46
C -10.898 12.602 2.820 -0.06
H -13.936 11.754 1.466 0.44
H -12.327 11.369 0.732 0.39
H -14.511 10.808 3.512 0.34
H -14.745 6.268 4.589 0.35
H -12.834 4.586 5.414 0.43
H -10.454 5.804 4.931 0.47
H -14.098 13.746 2.706 0.31
H -13.110 15.475 4.160 0.37
H -10.699 15.363 4.784 0.39
H -9.284 13.511 3.904 0.38
H -10.276 11.772 2.450 0.22
S -12.546 10.559 6.751 -0.37
C -10.871 11.023 6.630 0.92
C -10.091 11.760 7.498 -0.54
C -8.764 11.982 7.171 -0.49
C -8.219 11.461 5.992 -0.66
C -8.987 10.729 5.114 -0.35
C -10.329 10.510 5.427 -0.86
N -11.208 9.811 4.658 0.58
C -12.384 9.721 5.230 -1.20
C -13.491 9.067 4.467 3.94
C -14.836 8.902 5.069 -1.49
C -15.828 8.477 4.233 -0.60
C -15.696 8.100 2.871 -0.59
C -14.564 7.779 2.090 -0.16
C -13.240 7.630 2.443 -1.62
H -10.517 12.163 8.424 0.39
H -8.121 12.558 7.844 0.39
H -7.161 11.636 5.755 0.37
H -8.577 10.312 4.179 0.31
H -15.011 9.104 6.137 0.32
H -16.854 8.430 4.618 0.40
H -16.644 8.029 2.335 0.36
H -14.785 7.626 1.029 0.40
```

energy relative to the best compared isomer or geometry (same formula, charge and spin): 336.9 kJ/mol
⟨S²⟩: 6.070
HOMO energy (alpha / beta): -5.77 / -5.65 eV
Kohn-Sham gap (alpha / beta): 5.2 / 5.1 eV
max |F|: 2.4 eV/Å
spin multiplicity: 5
E: -2790.0202 a.u.


# 2
The following is a DFT calculation (ωB97M-V/def2-TZVPD) of a structure of composition C25H19LuN6O5S2.

```
58
Properties=species:S:1:pos:R:3:mulliken_charge:R:1
Lu -0.310 0.412 0.483 1.49
N -2.897 -2.935 -0.914 -0.44
C -1.828 -2.250 -0.400 0.67
S -2.097 -1.428 1.134 -0.56
N -0.744 -2.326 -1.123 -1.21
N 0.280 -1.497 -0.637 0.35
C 1.464 -1.905 -0.859 -0.23
C 2.704 -1.209 -0.447 0.54
C 3.901 -1.660 -1.009 -0.76
C 5.112 -1.065 -0.715 -0.73
C 5.128 0.011 0.175 -0.50
C 3.958 0.462 0.761 -0.45
C 2.739 -0.149 0.472 0.58
O 1.614 0.271 1.054 -0.80
H -3.651 -3.164 -0.291 0.21
H -2.692 -3.567 -1.670 0.26
H 1.559 -2.846 -1.399 0.38
H 3.858 -2.496 -1.701 0.34
H 6.026 -1.429 -1.166 0.40
H 6.066 0.496 0.416 0.40
H 3.959 1.286 1.463 0.47
S 2.695 6.819 -0.172 -0.14
C 1.862 5.249 -0.078 0.22
C 1.589 4.668 1.154 -0.59
C 0.991 3.425 1.187 -0.44
N 0.645 2.758 0.083 0.14
C 0.870 3.336 -1.096 -0.53
C 1.479 4.574 -1.226 -0.59
C 4.371 6.242 -0.074 0.36
C 5.070 5.894 -1.221 -0.17
C 6.372 5.434 -1.097 -0.40
N 7.010 5.307 0.071 -0.58
C 6.327 5.658 1.165 -0.41
C 5.022 6.127 1.146 -0.15
H 1.853 5.173 2.074 0.41
H 0.796 2.942 2.135 0.46
H 0.557 2.782 -1.972 0.54
H 1.656 4.998 -2.206 0.45
H 4.607 5.978 -2.197 0.36
H 6.931 5.152 -1.983 0.36
H 6.851 5.559 2.109 0.37
H 4.524 6.402 2.068 0.38
O -1.777 1.777 1.339 -0.81
C -2.301 1.872 0.178 1.19
O -1.740 1.352 -0.848 -0.89
C -3.589 2.589 0.003 0.02
C -4.168 3.244 1.080 -0.33
C -5.369 3.918 0.915 -0.60
C -5.946 3.900 -0.334 0.14
C -5.405 3.254 -1.422 -0.60
C -4.201 2.590 -1.243 -0.32
N -7.248 4.630 -0.520 1.00
O -7.750 4.601 -1.620 -0.61
O -7.724 5.175 0.449 -0.61
H -3.677 3.218 2.043 0.50
H -5.852 4.441 1.725 0.49
H -5.914 3.274 -2.374 0.49
H -3.734 2.065 -2.065 0.49
```

energy relative to the best compared isomer or geometry (same formula, charge and spin): 49.3 kJ/mol
HOMO energy: -8.03 eV
Kohn-Sham gap: 7.3 eV
max |F|: 1.6 eV/Å
E: -3700.8346 a.u.


# 3
The following is a DFT calculation (ωB97M-V/def2-TZVPD) of a structure of composition C25H20BiN5O4S.

```
56
Properties=species:S:1:pos:R:3:mulliken_charge:R:1
Bi -0.464 0.073 -0.657 1.93
C -5.060 1.111 -0.409 -0.76
C -5.683 0.238 0.545 -0.31
C -4.909 -0.714 1.201 -0.64
C -3.493 -0.763 0.945 0.16
N -2.926 0.055 -0.005 -0.14
C -3.677 0.974 -0.628 -0.06
N -2.801 -1.712 1.645 -0.49
C -1.518 -1.715 1.837 0.29
N -0.597 -0.697 1.538 -0.57
C 0.614 -1.015 2.148 0.34
N 1.734 -0.349 2.148 -0.35
C 2.002 0.946 1.823 0.47
C 3.319 1.442 2.142 -0.67
C 3.661 2.733 1.786 -0.32
C 2.762 3.490 1.018 -0.76
C 1.546 2.928 0.688 -0.14
N 1.129 1.710 1.103 -0.25
C 0.513 -2.311 2.823 -0.16
C 1.397 -3.104 3.522 0.06
C 0.990 -4.356 4.014 -0.62
C -0.300 -4.802 3.781 -0.60
C -1.186 -4.075 2.979 -0.56
C -0.792 -2.783 2.594 0.42
H -5.604 1.840 -1.004 0.40
H -6.754 0.333 0.738 0.38
H -5.250 -1.493 1.883 0.46
H -3.161 1.680 -1.306 0.32
H 4.013 0.797 2.699 0.42
H 4.623 3.155 2.104 0.39
H 2.940 4.482 0.665 0.43
H 0.793 3.421 0.078 0.43
H 2.409 -2.735 3.741 0.45
H 1.669 -4.957 4.611 0.41
H -0.609 -5.717 4.282 0.38
H -2.169 -4.426 2.708 0.50
C -0.459 3.239 -4.041 -1.44
C 0.713 2.362 -3.714 0.92
C 1.998 2.875 -3.495 -0.60
C 3.075 2.052 -3.140 -0.45
C 2.929 0.674 -3.044 -0.64
C 1.657 0.104 -3.318 -0.26
C 0.567 0.929 -3.615 -0.85
H -0.182 4.047 -4.726 0.41
H -0.914 3.733 -3.162 0.25
H -1.316 2.690 -4.496 0.35
H 2.180 3.908 -3.658 0.48
H 4.072 2.504 -3.043 0.38
H 3.749 0.026 -2.796 0.47
H 1.481 -0.977 -3.329 0.49
H -0.438 0.508 -3.780 0.59
O 0.842 -2.965 -2.646 -0.64
S 0.382 -2.593 -1.323 1.14
O 1.201 -1.354 -0.823 -0.63
O -1.028 -1.894 -1.405 -0.71
O 0.328 -3.550 -0.225 -0.52
```

energy relative to the best compared isomer or geometry (same formula, charge and spin): 0.0 kJ/mol
HOMO energy: -8.28 eV
Kohn-Sham gap: 7.3 eV
max |F|: 2.0 eV/Å
E: -2152.2567 a.u.


# 4
The following is a DFT calculation (ωB97M-V/def2-TZVPD) of a structure of composition C25H20Cl2F2N3OPd.

```
54
Properties=species:S:1:pos:R:3:mulliken_charge:R:1
Pd 1.079 -0.876 -0.018 -0.25
O 0.112 0.945 0.010 -0.38
C -2.073 1.925 0.848 -0.51
C -3.510 2.118 0.687 -0.39
C -3.236 0.685 0.452 -0.53
C -2.821 -0.353 1.429 0.46
C -3.272 -0.273 2.757 -0.32
C -2.768 -1.142 3.701 -0.41
C -1.842 -2.097 3.292 -0.58
C -1.507 -2.135 1.951 -0.25
N -1.984 -1.301 1.027 -0.35
H -0.248 2.118 -1.758 0.39
H -1.751 2.854 -1.168 0.40
H -1.816 1.742 1.884 0.44
H -3.780 2.676 -0.211 0.18
H -4.107 2.408 1.547 0.24
H -1.583 1.154 -1.168 0.46
H -2.943 0.436 -0.562 0.51
H -3.983 0.496 3.037 0.31
H -3.087 -1.077 4.734 0.41
H -1.397 -2.800 3.982 0.39
H -0.819 -2.888 1.579 0.42
F 3.886 -5.597 0.520 -0.35
C 3.294 -4.669 -0.281 0.52
C 2.661 -3.589 0.298 -0.46
C 2.044 -2.614 -0.492 -0.52
C 2.096 -2.809 -1.894 0.59
C 2.738 -3.913 -2.421 0.34
F 2.793 -4.080 -3.773 -0.34
C 3.362 -4.869 -1.644 -0.79
C 1.452 -1.809 -2.786 0.92
C 0.482 -2.155 -3.725 -0.86
C -0.138 -1.160 -4.457 -0.46
C 0.271 0.155 -4.285 -0.37
C 1.292 0.402 -3.380 -0.52
N 1.861 -0.542 -2.637 -0.52
H 2.654 -3.518 1.379 0.49
H 3.880 -5.711 -2.079 0.48
H 0.213 -3.195 -3.854 0.43
H -0.922 -1.408 -5.162 0.41
H -0.186 0.969 -4.832 0.40
H 1.707 1.399 -3.271 0.48
Cl 1.152 2.817 4.845 -0.33
C 1.291 3.013 3.064 0.35
C 1.265 4.333 2.639 -0.35
C 1.139 5.030 1.451 -0.48
C 0.645 4.575 0.179 -0.63
C -0.033 3.450 -0.031 -0.17
Cl -0.800 2.032 -0.446 -0.41
C 1.651 1.774 2.508 0.20
N 2.059 0.733 2.201 -0.46
H 1.384 4.998 3.493 0.23
H 1.371 6.087 1.506 0.24
H 0.770 5.258 -0.663 0.32
```

energy relative to the best compared isomer or geometry (same formula, charge and spin): 1844.4 kJ/mol
charge: -1
⟨S²⟩: 2.024
HOMO energy (alpha / beta): -3.61 / -3.46 eV
Kohn-Sham gap (alpha / beta): 5.6 / 5.3 eV
max |F|: 7.9 eV/Å
spin multiplicity: 3
E: -2451.4713 a.u.


# 5
The following is a DFT calculation (ωB97M-V/def2-TZVPD) of a cluster of 2 separate species, C25H20Cl2N in total.

```
48
Properties=species:S:1:pos:R:3:mulliken_charge:R:1
Cl -7.210 4.080 2.075 -0.15
C -5.743 3.210 1.960 0.46
C -5.760 1.805 1.917 -0.70
C -4.567 1.105 1.781 -0.40
C -3.323 1.781 1.666 0.81
C -2.116 1.047 1.430 -0.43
C -0.857 1.642 1.436 -0.73
C 0.297 1.088 0.888 0.58
C 1.563 1.756 0.959 0.19
C 2.676 1.366 0.165 0.01
C 3.834 2.138 0.124 -0.83
C 3.923 3.310 0.898 0.50
Cl 5.312 4.299 0.810 -0.15
C 2.876 3.671 1.759 -0.85
C 1.735 2.882 1.815 -0.39
C -3.332 3.202 1.775 -0.33
C -4.524 3.905 1.920 -0.84
H -6.708 1.281 1.992 0.41
H -4.570 0.016 1.763 0.38
H -2.192 -0.028 1.244 0.45
H -0.787 2.629 1.901 -0.03
H 0.221 0.149 0.362 0.95
H 2.594 0.452 -0.426 0.34
H 4.675 1.855 -0.503 0.43
H 2.959 4.561 2.377 0.41
H 0.952 3.137 2.529 0.45
H -2.395 3.754 1.735 0.33
H -4.520 4.989 2.002 0.41
C 0.479 -3.858 -4.332 -1.68
C 0.586 -3.021 -3.089 1.25
C -0.088 -1.813 -3.040 -0.94
C 0.015 -0.993 -1.904 -0.27
N 0.730 -1.319 -0.827 -0.31
C 1.376 -2.521 -0.813 -0.12
C 1.344 -3.419 -1.952 1.05
C 2.060 -4.640 -1.854 -0.66
C 2.755 -4.978 -0.698 -0.79
C 2.769 -4.106 0.409 -0.56
C 2.097 -2.894 0.345 -0.49
H 1.055 -4.781 -4.266 0.29
H -0.569 -4.124 -4.530 0.35
H 0.835 -3.299 -5.209 0.35
H -0.704 -1.469 -3.867 0.43
H -0.505 -0.032 -1.874 0.46
H 2.059 -5.326 -2.704 0.21
H 3.294 -5.925 -0.646 0.39
H 3.304 -4.375 1.318 0.40
H 2.094 -2.186 1.175 0.40
```

charge: +1
HOMO energy: -10.99 eV
Kohn-Sham gap: 5.5 eV
max |F|: 1.2 eV/Å
E: -1939.5461 a.u.